13 unconnected molecules or ions with the total composition C19H66N20O13 in a non-equilibrium geometry, computed with ωB97M-V/def2-TZVPD.

Structure (XYZ):
```
118
Properties=species:S:1:pos:R:3:forces:R:3:mulliken_charge:R:1
C 4.6080 -6.3492 -3.3986 0.0 -0.2 0.0 -0.542
O 4.2438 -5.1182 -2.7872 0.1 0.2 -0.6 -0.483
H 3.9085 -6.6294 -4.1861 -0.6 0.0 0.6 0.219
H 5.5265 -6.3247 -3.9849 0.6 0.3 0.5 0.252
H 4.6623 -7.0660 -2.5791 0.1 -0.6 -0.5 0.259
H 4.9675 -4.9131 -2.1908 -0.1 0.2 0.1 0.294
C -1.0328 5.6498 0.9723 1.6 0.2 -0.7 -0.439
O -1.4138 6.6600 1.8378 -1.3 0.6 1.6 -0.519
H -1.3435 5.9181 -0.0374 -0.1 -0.7 -0.2 0.226
H 0.0558 5.6300 1.0251 0.4 -0.3 -0.6 0.225
H -1.3135 4.6444 1.2861 -0.7 0.4 0.1 0.199
H -1.2236 7.5249 1.4673 0.1 -0.2 -0.1 0.308
C 6.6240 4.0623 0.9162 -0.6 -1.5 1.8 0.704
O 6.7971 3.2949 1.8033 -0.2 -3.3 2.9 -0.681
N 7.4801 4.9089 0.5974 7.8 5.3 -1.5 -0.380
N 5.5863 4.3018 0.2258 -6.7 -0.6 -3.1 -0.381
H 7.3773 5.5165 -0.2028 0.5 0.0 0.5 0.154
H 8.3568 4.8447 1.0947 0.0 0.3 -0.5 0.210
H 4.7551 3.7560 0.4022 0.1 0.2 -0.5 0.209
H 5.7081 4.8312 -0.6257 -0.8 -0.4 0.2 0.167
C -5.5123 -4.5616 4.0710 -5.3 -0.6 0.2 0.674
O -6.7366 -4.6101 4.2334 0.4 0.4 0.3 -0.684
N -4.8000 -5.6248 3.8489 2.1 -2.8 -0.4 -0.359
N -4.7830 -3.4968 4.0003 2.5 3.9 -0.1 -0.327
H -5.2611 -6.5212 3.7863 0.5 0.2 -0.1 0.217
H -3.8733 -5.3682 3.5398 0.0 -1.7 -0.2 0.151
H -5.1220 -2.5464 4.0451 0.0 -0.5 0.1 0.197
H -3.7970 -3.6818 3.8830 -0.2 1.0 0.2 0.132
C -3.0574 -6.3211 -1.9297 0.8 -0.5 2.0 0.691
O -2.2481 -7.1894 -1.9018 3.5 -2.3 -0.7 -0.648
N -4.2552 -6.5695 -2.3441 -3.9 0.5 -1.5 -0.391
N -2.8876 -5.1705 -1.2835 0.2 2.1 0.4 -0.392
H -4.4482 -7.4797 -2.7370 -0.3 0.5 0.2 0.221
H -4.9149 -5.8216 -2.1843 -0.6 -0.8 -0.6 0.155
H -3.6936 -4.5780 -1.1441 0.8 0.4 0.2 0.160
H -1.9434 -4.9566 -0.9956 -0.5 0.2 0.1 0.204
C 0.8948 -0.1945 0.2531 1.7 -0.6 -0.5 0.635
O 0.9789 0.5492 -0.6365 0.8 4.5 -5.1 -0.650
N -0.1924 -0.5113 0.7794 -7.0 -1.9 3.9 -0.362
N 1.9018 -0.8497 0.7296 5.1 -2.2 1.5 -0.407
H -1.0569 -0.1038 0.4527 0.3 -0.1 0.3 0.216
H -0.1405 -1.0577 1.6272 -0.8 0.2 -0.2 0.169
H 2.7489 -0.7366 0.1913 0.0 -0.1 0.4 0.223
H 1.8405 -1.6450 1.3491 0.0 0.2 -0.3 0.177
C 9.9083 -1.4443 0.0204 2.2 -0.9 0.2 0.616
O 10.5613 -2.4616 -0.1841 -0.1 0.3 -0.6 -0.642
N 8.6048 -1.4468 0.2450 -2.1 0.0 0.2 -0.425
N 10.4525 -0.2144 0.1118 1.4 1.1 -0.1 -0.382
H 8.3486 -0.7231 0.9013 -0.9 -0.5 -0.1 0.208
H 8.2231 -2.3819 0.2494 -0.3 0.4 0.5 0.238
H 11.4515 -0.1535 -0.0237 -0.3 0.0 0.1 0.214
H 9.9822 0.5975 0.4857 0.0 -0.3 -0.3 0.176
C 0.7834 5.5889 -6.5482 -0.7 2.6 0.3 0.653
O 0.9502 6.3310 -5.5974 0.6 1.7 -0.1 -0.666
N 0.5795 5.9408 -7.8387 0.4 1.8 -1.3 -0.394
N 0.6024 4.3465 -6.3084 -0.4 -5.1 0.4 -0.368
H 0.7246 6.9177 -8.0503 0.0 -0.3 0.0 0.216
H 0.4049 5.3286 -8.6228 0.1 0.0 0.5 0.174
H 0.4529 4.1251 -5.3344 0.1 -0.4 -0.4 0.219
H 0.4289 3.7103 -7.0735 -0.1 -0.3 0.7 0.168
C 0.9545 -6.4879 3.5991 -2.8 1.3 -1.6 0.659
O 0.4590 -5.3816 3.5043 0.4 1.1 0.5 -0.657
N 0.7111 -7.4419 2.7213 0.0 -3.5 -2.9 -0.319
N 1.6113 -7.0264 4.5860 2.5 0.0 3.7 -0.364
H 1.2010 -8.3042 2.9123 -0.4 0.0 -0.6 0.104
H 0.0910 -7.5154 1.9275 0.1 1.0 0.4 0.194
H 1.9450 -7.9754 4.4948 0.1 0.6 0.5 0.161
H 1.9615 -6.4166 5.3110 0.1 -0.4 -0.1 0.221
C 2.2551 -1.7514 -7.4948 -0.3 2.1 -0.5 0.632
O 1.5340 -0.9070 -7.9730 -1.5 0.4 -0.2 -0.633
N 3.1455 -2.4099 -8.2160 2.5 -2.3 -1.5 -0.374
N 2.4159 -1.9776 -6.1953 0.3 -0.9 2.9 -0.339
H 3.1753 -2.4593 -9.2243 -0.4 0.5 0.4 0.202
H 3.9521 -2.7776 -7.7320 -0.2 -0.2 -0.4 0.163
H 1.8304 -1.6145 -5.4567 0.0 0.2 -0.6 0.201
H 3.0530 -2.7052 -5.9043 -0.3 0.1 0.1 0.147
C 7.3324 2.7627 -4.5141 2.0 -0.8 0.7 0.650
O 8.4037 3.0833 -4.1301 3.6 1.4 1.5 -0.638
N 6.7566 1.6401 -4.2994 -2.8 -5.1 1.1 -0.352
N 6.5753 3.4641 -5.2689 -2.5 4.8 -3.3 -0.413
H 7.1220 0.8445 -3.7957 -0.1 0.5 -0.1 0.193
H 5.8086 1.7021 -4.6421 0.0 -1.5 0.8 0.154
H 5.8327 3.0375 -5.8043 0.3 0.8 -0.1 0.184
H 6.9680 4.3734 -5.4665 -0.6 -0.1 -0.5 0.216
C -5.3968 0.8864 -3.4250 -0.4 0.3 1.9 -1.264
C -5.9629 1.3700 -2.0115 0.0 0.8 -0.2 0.318
C -7.2841 2.1813 -1.9899 0.7 0.8 -2.1 -0.667
O -7.0260 3.4513 -2.6735 -0.6 0.5 1.1 -0.311
C -8.1467 4.3498 -2.5688 -0.8 -1.1 -0.5 -0.781
N -6.0626 0.2398 -1.1013 0.3 -0.6 -0.9 -0.655
H -6.0529 0.1450 -3.8811 -0.3 0.3 -0.2 0.335
H -4.4756 0.3458 -3.2076 0.1 0.1 0.0 0.351
H -5.1580 1.7243 -4.0800 -0.3 -0.1 0.0 0.327
H -5.2458 2.0707 -1.5839 0.3 0.0 -0.1 0.255
H -7.6756 2.3232 -0.9826 0.3 0.2 0.2 0.360
H -8.0599 1.7059 -2.5901 -0.2 -0.5 0.1 0.329
H -9.0282 3.8006 -2.8995 -0.3 -0.2 -0.1 0.307
H -8.1443 5.2120 -3.2357 1.0 -0.1 -0.1 0.282
H -8.4204 4.7115 -1.5777 0.7 -0.1 0.4 0.304
H -6.4567 0.4557 -0.1967 -0.1 0.2 -0.1 0.257
H -6.6567 -0.4141 -1.5907 -0.2 -0.5 0.5 0.254
C -5.6242 3.1234 9.1713 2.0 0.5 0.6 -1.493
C -4.5020 2.1739 8.6491 -1.3 0.6 0.2 0.395
C -3.2419 2.1444 9.4886 0.6 0.4 -1.2 -0.600
O -2.2432 1.3813 8.8140 1.2 -0.4 -0.1 -0.338
C -1.6535 2.0219 7.6777 -1.9 0.7 -0.4 -0.717
N -5.0216 0.8399 8.5180 -0.1 -0.5 -0.3 -0.600
H -6.5116 3.1931 8.5422 0.2 -0.1 0.0 0.364
H -5.1254 4.0839 9.3009 -0.4 0.6 -0.5 0.376
H -5.8668 2.9193 10.2142 -0.4 -0.6 0.0 0.355
H -4.2946 2.4609 7.6182 0.5 0.5 0.2 0.215
H -3.4094 1.6938 10.4668 0.0 -0.1 -0.1 0.257
H -2.8535 3.1547 9.6169 0.0 0.3 0.3 0.360
H -0.9761 1.4623 7.0327 0.3 -0.6 1.1 0.316
H -1.2656 3.0186 7.8883 0.4 0.0 0.4 0.296
H -2.4634 2.2107 6.9731 -0.2 0.2 -0.3 0.248
H -5.5765 0.9330 7.6792 -0.6 -0.8 0.1 0.287
H -5.6422 0.7125 9.3046 -0.3 -0.5 0.0 0.278
```
Forces are in eV/Å.

Output
Calculated total energy: -2836.75769 hartree
HOMO: -9.216 eV
Charge: 0
Lowest unoccupied orbital energy: -0.0065 Eh
Spin multiplicity: 1
Gap between HOMO and LUMO: 9.038 eV



14 unconnected molecules or ions with the total composition C19H66N4O14 in a non-equilibrium geometry, computed with ωB97M-V/def2-TZVPD.

Structure (XYZ):
```
103
Properties=species:S:1:pos:R:3:forces:R:3:mulliken_charge:R:1
C 3.0890 3.7176 -0.5162 -1.9 -2.1 1.7 -0.781
C 3.2100 4.1726 0.9268 -2.7 1.4 -1.2 0.278
O 3.9650 5.3116 0.7738 2.1 3.4 2.0 -0.586
H 2.6160 4.3376 -1.2002 -0.8 2.2 -0.7 0.440
H 2.4710 2.8356 -0.6912 0.5 -0.4 0.5 -0.298
H 4.0540 3.5816 -0.8342 2.4 -0.7 -1.1 0.409
H 3.7890 3.5666 1.5678 -0.1 -1.7 0.8 0.352
H 2.2160 4.5366 1.3468 0.8 -1.3 -0.1 -0.081
H 4.1630 5.6966 1.6838 -0.3 -0.7 -1.9 0.314
C 2.4890 -5.1434 -0.7522 -1.1 -0.2 2.1 -1.004
C 2.5940 -3.7444 -1.3432 3.5 0.1 1.0 0.234
O 3.2180 -2.7294 -0.4502 -0.8 -0.7 0.0 -0.817
H 3.3980 -5.7804 -0.5622 -0.4 1.5 0.3 0.343
H 2.0210 -5.7964 -1.4772 -0.7 0.1 -0.4 0.398
H 1.7970 -5.0784 0.1798 1.3 -0.5 -1.4 0.138
H 1.7090 -3.3434 -1.7022 -1.8 0.5 -0.6 -0.120
H 3.2930 -3.8594 -2.1492 0.2 0.2 -1.0 0.345
H 3.3790 -1.8534 -0.9072 -0.4 -2.0 0.3 0.564
C 0.0220 -0.2654 -0.3842 -0.4 -1.9 -1.9 0.648
C -0.1600 0.5016 0.8478 0.8 0.9 -1.8 2.022
O 0.9460 1.3976 0.9088 -0.4 -1.2 -1.3 1.353
H 0.0320 0.3136 -1.3242 0.1 0.1 0.7 -0.540
H -0.8720 -0.9504 -0.4492 1.1 0.2 -0.1 0.262
H 0.9900 -0.8114 -0.3632 -0.8 -0.1 -0.1 -0.870
H -0.2220 -0.2004 1.6218 0.2 -0.6 1.7 -0.129
H -1.0920 0.9936 0.7068 -0.7 0.9 0.5 -1.814
H 0.8090 1.9436 1.6408 -0.1 1.9 2.1 -0.482
C -2.9040 -0.1114 2.7748 2.8 0.4 -2.0 -0.449
C -3.7260 0.3236 1.5358 -0.3 0.5 0.2 0.378
O -4.6370 -0.6594 1.0518 -0.9 1.1 2.0 -0.709
H -2.4480 0.6806 3.4638 -0.3 -0.6 -1.6 -0.026
H -2.1150 -0.8424 2.3818 -0.9 0.9 1.1 -0.208
H -3.5470 -0.5824 3.4138 -1.8 -1.7 1.5 0.620
H -3.1330 0.6826 0.6668 -0.1 -0.1 0.8 -0.195
H -4.3500 1.1416 1.9178 -0.1 -0.1 -0.6 0.263
H -4.2470 -1.2584 0.4508 1.2 -0.5 -1.1 0.341
C -0.9050 -4.4714 -1.8802 0.3 -0.2 -1.3 -0.298
C -1.5620 -5.3474 -2.9312 -1.0 1.0 0.7 -0.960
O -1.5650 -4.8024 -4.2122 -2.8 0.4 0.1 -0.558
H -1.2010 -4.6874 -0.9122 -0.4 -1.3 2.0 0.581
H -1.2160 -3.4574 -1.9102 0.0 1.1 -0.8 -0.230
H 0.1690 -4.5494 -1.9272 0.2 0.1 -0.1 0.313
H -2.6180 -5.5234 -2.7542 -0.3 0.3 0.5 0.329
H -1.1780 -6.3194 -2.8922 1.1 -1.6 -0.2 0.409
H -0.7580 -4.7764 -4.6362 2.9 -0.1 -1.0 0.305
C -0.6100 3.7036 4.0818 3.1 -4.3 -3.8 0.432
O 0.0990 3.0506 3.1718 -1.9 2.9 3.0 -0.328
N -0.9260 4.9536 4.0238 -0.5 3.4 0.2 -0.543
N -1.1210 3.0326 5.0528 0.9 -4.7 0.8 -0.403
H -0.3620 5.4236 3.3738 0.5 1.4 -0.8 0.310
H -1.5840 5.4596 4.6248 0.7 -0.5 -0.4 0.180
H -0.7940 2.0446 4.9828 -0.9 1.1 0.7 0.235
H -1.7340 3.3476 5.7338 -1.0 0.6 1.3 0.129
C 3.2640 0.1276 -1.5282 -4.9 3.4 -6.1 0.269
O 2.3590 0.6096 -2.4862 4.1 -3.0 4.5 -0.752
N 4.2730 -0.6824 -1.7832 3.2 -1.8 -2.3 -0.385
N 3.2290 0.4436 -0.2812 -1.2 2.1 4.5 0.305
H 4.4290 -1.1434 -2.7212 -0.1 1.3 1.6 0.278
H 5.0410 -0.6184 -1.0792 -0.8 -0.7 -1.4 0.208
H 2.3310 0.8116 0.1788 1.5 0.0 -0.8 -0.725
H 4.0960 0.5166 0.2918 -1.3 -0.4 -0.7 0.287
C -0.3740 -1.5774 -3.8502 -0.4 -1.5 -0.3 0.383
O 0.9630 -1.7604 -3.4942 -0.6 -2.3 -0.2 -0.497
H -0.7910 -2.5744 -3.9332 -0.3 -0.2 0.4 -0.120
H -0.5060 -1.2414 -4.8792 0.0 1.0 0.1 0.441
H -0.9170 -1.0544 -3.0632 -0.2 0.4 -0.3 -0.459
H 1.3340 -0.9224 -3.4462 1.7 2.7 0.5 0.265
C -3.6970 -3.0744 -1.0782 0.3 -2.5 0.2 -0.807
O -3.2070 -1.7844 -1.0312 1.1 1.7 -1.9 -0.351
H -3.7430 -3.4484 -2.1442 -0.1 0.1 1.3 0.365
H -4.6610 -3.0314 -0.6082 -0.9 -0.6 -0.1 0.379
H -3.0740 -3.7804 -0.4202 -0.7 1.0 -1.1 0.196
H -3.2940 -1.4594 -1.9632 0.3 0.1 1.5 0.247
C 2.0170 0.2426 3.2768 1.9 -2.5 0.4 0.356
O 2.5940 -0.8534 4.0108 0.3 -0.1 1.7 -0.619
H 0.9800 0.1716 3.4708 -1.1 0.6 0.2 -0.020
H 2.2090 -0.2094 2.3168 -0.4 1.6 -1.2 -0.300
H 2.5280 1.1506 3.5998 -0.4 0.3 -0.7 0.260
H 3.2580 -1.2634 3.4558 -0.1 -0.2 0.0 0.300
C -2.6860 3.1506 1.7168 -0.1 0.1 0.1 -0.627
O -2.2330 4.5476 1.6878 -0.3 -1.9 0.3 -0.679
H -1.8580 2.3976 1.8058 -0.5 1.1 -0.1 -0.040
H -3.2970 2.8286 0.8378 0.6 1.1 0.5 0.480
H -3.3350 3.0206 2.6028 0.1 0.0 -0.2 0.326
H -1.7030 4.5966 2.5128 -0.9 0.2 -1.4 0.495
C -1.3980 1.6666 -3.1802 -0.9 -0.3 -1.1 -0.104
O -2.0990 2.8476 -3.6662 0.1 -0.6 1.3 -0.621
H -1.7440 0.8876 -3.8672 0.6 -0.3 0.2 0.286
H -1.6850 1.3506 -2.1742 -0.3 0.6 -0.2 -0.160
H -0.3200 1.7986 -3.1942 0.1 0.0 -0.1 0.324
H -1.6700 3.0556 -4.4872 0.2 0.3 -0.6 0.345
C -0.7490 3.6076 -0.8222 0.5 -1.1 0.4 -0.046
O -1.3230 4.5516 -1.6602 0.2 0.2 -1.3 -0.762
H -0.4950 4.1576 0.0558 -0.2 -0.2 1.1 0.380
H 0.1940 3.0426 -1.0692 -0.5 0.8 -0.8 0.156
H -1.4990 2.8156 -0.7052 0.2 0.0 0.9 -0.252
H -1.7380 4.0246 -2.3642 0.0 0.6 -0.2 0.460
C 0.3470 -2.9574 1.6548 -0.1 -1.7 2.0 -0.220
O 1.7460 -2.8614 1.8998 -0.5 1.1 -0.1 -0.573
H -0.4260 -2.5074 2.3138 1.2 0.9 0.2 0.221
H 0.1300 -3.9984 1.8748 -0.5 -0.6 -0.7 0.419
H 0.1420 -2.6694 0.6738 -0.6 0.2 -1.7 -0.278
H 2.1100 -2.7554 0.9998 0.6 0.1 0.4 0.470
```
Forces are in eV/Å.

Output
Calculated total energy: -2035.55767 hartree
Relative energy (zero: lowest compared OMol25 entry of this formula, charge and spin): 74.3 kcal per mole
HOMO: -8.910 eV
Charge: 0
Lowest unoccupied orbital energy: 0.0038 Eh
Spin multiplicity: 1
Gap between HOMO and LUMO: 9.012 eV